Formula: C39H38N4O
Source: the OMol25 dataset
Level of theory: ωB97M-V/def2-TZVPD

## Properties
Kohn-Sham gap = 1.783 eV
LUMO level = -2.8 eV
charge = 0

Last column: Mulliken charge in e.
Cartesian coordinates (Å):
C -4.090 0.266 1.370  -0.42
C -3.464 -0.946 1.694  -0.72
C -2.070 -1.039 1.707  -0.41
C -1.275 0.075 1.360  0.86
C 0.190 0.046 1.301  -0.38
N 0.794 1.215 1.184  -0.51
C 2.031 1.513 0.924  -0.32
C 2.575 2.792 1.169  0.24
N 3.153 3.799 1.350  -0.66
C 0.955 -1.210 1.335  0.50
C 0.490 -2.350 0.649  -0.45
C 1.278 -3.500 0.564  -0.72
C 2.543 -3.533 1.162  -0.40
C 3.015 -2.406 1.851  -0.54
C 2.224 -1.260 1.947  -0.43
C -1.913 1.297 1.086  -0.54
C -3.306 1.391 1.066  -0.51
H -5.181 0.340 1.361  0.35
H -4.071 -1.822 1.933  0.36
H -1.596 -1.981 1.985  0.55
H 2.699 0.831 0.367  0.48
H -0.486 -2.320 0.162  0.59
H 0.900 -4.372 0.027  0.36
H 3.162 -4.431 1.094  0.36
H 4.005 -2.415 2.312  0.35
H 2.596 -0.394 2.497  0.55
H -1.289 2.169 0.877  0.40
H -3.774 2.342 0.810  0.36
C 8.048 3.144 8.891  -1.03
N 6.820 3.890 8.804  0.20
C 6.818 5.253 8.690  0.11
O 7.801 5.992 8.692  -0.69
C 5.370 5.690 8.526  0.17
C 5.132 6.435 7.216  -1.41
C 5.487 5.575 6.031  0.57
C 6.825 5.439 5.642  -0.26
C 7.162 4.636 4.552  -0.74
C 6.164 3.975 3.833  -0.53
C 4.830 4.129 4.209  -0.47
C 4.486 4.934 5.295  -0.34
N 4.644 4.433 8.597  0.39
C 3.308 4.361 8.486  -0.42
C 2.597 3.167 8.470  0.88
C 1.218 3.168 8.288  -0.84
C 0.354 2.028 8.349  0.78
C -1.055 2.193 8.209  -0.48
C -1.909 1.098 8.214  -0.60
C -1.394 -0.201 8.372  -0.42
C -0.012 -0.385 8.534  -0.60
C 0.857 0.706 8.532  -0.36
C 5.517 3.251 8.719  0.81
C 5.457 2.290 7.492  -1.20
C 5.600 0.877 8.056  -0.92
C 5.524 0.950 9.599  -0.62
C 5.268 2.399 10.001  -1.31
H 8.877 3.855 8.948  0.44
H 8.041 2.510 9.787  0.28
H 8.182 2.501 8.009  0.29
H 5.103 6.323 9.392  0.34
H 4.084 6.751 7.172  0.55
H 5.773 7.327 7.239  0.60
H 7.597 5.974 6.201  0.45
H 8.211 4.534 4.271  0.40
H 6.420 3.362 2.968  0.42
H 4.038 3.645 3.640  0.34
H 3.440 5.072 5.579  0.42
H 2.784 5.320 8.421  0.50
H 3.143 2.229 8.576  -0.30
H 0.742 4.147 8.199  0.32
H -1.444 3.207 8.093  0.35
H -2.984 1.246 8.094  0.36
H -2.064 -1.060 8.372  0.39
H 0.394 -1.390 8.664  0.39
H 1.929 0.558 8.669  0.40
H 4.508 2.425 6.962  0.38
H 6.255 2.558 6.784  0.44
H 4.804 0.224 7.669  0.34
H 6.557 0.436 7.741  0.41
H 4.727 0.291 9.973  0.39
H 6.467 0.592 10.037  0.41
H 5.947 2.743 10.793  0.43
H 4.242 2.549 10.351  0.32